168
Properties=species:S:1:pos:R:3:lowdin_charge:R:1 method="wB97M-V/def2-TZVPD" total_charge=0 gap_ev=8.97 smiles=COCCNCCOC.COCCNCCOC.COCCNCCOC.COCCNCCOC.COCCNCCOC.COCCNCCOC.CC(C)O.CC(C)O e_homo_ev=-8.519 e_tot_ha=-3045.32642
C 2.112 2.102 -3.429 -0.080
O 1.949 2.904 -2.231 -0.239
C 3.203 3.477 -1.706 -0.189
C 2.987 4.457 -0.624 -0.221
N 2.126 5.597 -0.961 -0.038
C 1.822 6.460 0.166 -0.210
C 3.083 6.990 0.886 -0.198
O 2.731 7.847 1.968 -0.195
C 2.205 7.245 3.163 -0.102
H 2.953 2.575 -3.938 0.079
H 1.268 2.001 -4.111 0.088
H 2.404 1.067 -3.254 0.054
H 3.702 3.934 -2.560 0.118
H 3.748 2.584 -1.398 0.117
H 3.944 4.918 -0.381 0.119
H 2.559 3.840 0.166 0.121
H 1.281 5.207 -1.353 0.081
H 1.133 6.019 0.887 0.100
H 1.309 7.331 -0.242 0.114
H 3.684 7.654 0.265 0.130
H 3.664 6.168 1.303 0.107
H 1.381 6.575 2.916 0.064
H 1.753 7.915 3.894 0.085
H 2.865 6.557 3.692 0.081
C -2.567 0.813 3.825 -0.086
O -3.104 1.767 4.721 -0.172
C -3.885 2.756 4.142 -0.260
C -4.260 3.871 5.114 -0.209
N -5.018 3.298 6.215 -0.060
C -5.317 4.265 7.324 -0.174
C -5.639 3.493 8.633 -0.236
O -4.547 2.694 8.983 -0.171
C -4.798 2.003 10.147 -0.141
H -1.920 1.268 3.076 0.083
H -3.376 0.350 3.260 0.063
H -2.094 0.038 4.429 0.084
H -4.766 2.422 3.594 0.119
H -3.294 3.207 3.345 0.111
H -4.771 4.696 4.617 0.121
H -3.325 4.294 5.482 0.113
H -4.539 2.546 6.689 0.091
H -6.106 4.934 6.980 0.111
H -4.446 4.901 7.484 0.105
H -6.572 2.948 8.486 0.121
H -5.890 4.175 9.445 0.115
H -5.444 1.139 9.995 0.093
H -5.119 2.644 10.968 0.088
H -3.888 1.573 10.565 0.087
C 2.699 -6.840 7.958 -0.125
O 3.396 -5.631 8.066 -0.195
C 2.923 -4.581 8.881 -0.215
C 1.543 -3.978 8.530 -0.201
N 1.777 -3.190 7.351 -0.060
C 0.638 -2.368 6.972 -0.218
C 0.884 -1.528 5.738 -0.239
O 0.974 -2.457 4.684 -0.199
C 0.939 -1.928 3.341 -0.075
H 3.295 -7.564 7.402 0.089
H 1.753 -6.756 7.423 0.075
H 2.426 -7.241 8.933 0.085
H 3.728 -3.847 8.913 0.124
H 2.854 -5.046 9.864 0.109
H 1.109 -3.337 9.298 0.123
H 0.928 -4.862 8.363 0.104
H 2.070 -3.689 6.523 0.115
H 0.387 -1.663 7.764 0.120
H -0.234 -2.960 6.690 0.120
H 1.750 -0.871 5.817 0.123
H 0.087 -0.811 5.540 0.106
H 1.916 -1.462 3.214 0.080
H 0.216 -1.124 3.203 0.064
H 0.851 -2.645 2.524 0.084
C -1.606 7.198 -0.851 -0.147
O -1.010 5.968 -0.979 -0.194
C -1.820 4.948 -0.405 -0.220
C -1.119 3.582 -0.443 -0.179
N -1.946 2.550 0.233 -0.035
C -3.246 2.213 -0.411 -0.161
C -3.970 1.028 0.285 -0.200
O -3.382 -0.192 -0.050 -0.215
C -3.991 -1.321 0.455 -0.111
H -1.668 7.472 0.202 0.095
H -2.593 7.280 -1.305 0.086
H -1.064 7.920 -1.463 0.093
H -2.816 4.885 -0.845 0.107
H -2.069 5.208 0.623 0.121
H -0.198 3.756 0.114 0.112
H -0.908 3.343 -1.486 0.114
H -1.390 1.736 0.453 0.054
H -3.104 1.941 -1.457 0.109
H -3.878 3.101 -0.404 0.105
H -5.023 1.144 0.030 0.124
H -3.941 1.111 1.371 0.092
H -4.972 -1.577 0.054 0.095
H -3.999 -1.234 1.542 0.086
H -3.398 -2.201 0.205 0.090
C 4.678 -1.208 0.418 -0.083
O 4.853 -1.874 -0.833 -0.204
C 4.806 -1.020 -1.955 -0.204
C 4.160 -1.814 -3.146 -0.180
N 5.020 -2.635 -4.010 -0.050
C 5.661 -3.750 -3.308 -0.198
C 4.764 -4.985 -3.105 -0.211
O 4.321 -5.444 -4.402 -0.193
C 3.594 -6.665 -4.284 -0.117
H 5.394 -0.398 0.556 0.094
H 4.772 -1.982 1.180 0.087
H 3.629 -0.935 0.539 0.061
H 5.816 -0.676 -2.179 0.123
H 4.229 -0.102 -1.837 0.085
H 3.598 -1.184 -3.835 0.107
H 3.474 -2.522 -2.680 0.094
H 4.407 -3.076 -4.681 0.090
H 6.236 -3.600 -2.395 0.117
H 6.474 -4.098 -3.946 0.111
H 3.903 -4.811 -2.460 0.105
H 5.313 -5.756 -2.566 0.118
H 2.773 -6.620 -3.569 0.073
H 4.170 -7.507 -3.899 0.081
H 3.249 -6.949 -5.279 0.090
C -3.450 -0.537 -4.608 -0.063
O -3.598 -0.927 -6.010 -0.191
C -3.163 -2.236 -6.327 -0.247
C -3.152 -2.550 -7.789 -0.254
N -1.962 -2.079 -8.437 -0.062
C -2.161 -2.141 -9.897 -0.179
C -0.749 -2.240 -10.555 -0.214
O -0.196 -0.934 -10.571 -0.203
C 1.017 -0.744 -11.257 -0.116
H -3.887 0.448 -4.445 0.086
H -2.461 -0.668 -4.169 0.075
H -4.068 -1.276 -4.099 0.077
H -3.838 -2.946 -5.849 0.117
H -2.196 -2.477 -5.887 0.114
H -4.070 -2.182 -8.248 0.122
H -3.102 -3.624 -7.965 0.122
H -1.839 -1.148 -8.064 0.112
H -2.677 -1.257 -10.273 0.119
H -2.822 -2.953 -10.202 0.113
H -0.955 -2.535 -11.584 0.107
H -0.071 -2.987 -10.143 0.118
H 0.816 -0.657 -12.325 0.084
H 1.722 -1.556 -11.085 0.082
H 1.506 0.171 -10.923 0.085
C -0.620 -0.507 -1.463 -0.046
C 0.177 -0.503 -0.176 -0.482
C 1.362 0.485 -0.317 -0.030
O -0.588 -0.026 0.896 -0.064
H -1.100 0.470 -1.525 0.079
H -1.315 -1.347 -1.482 0.073
H 0.145 -0.654 -2.226 0.078
H 0.555 -1.512 -0.011 0.117
H 1.776 0.622 0.682 0.081
H 1.002 1.468 -0.621 0.062
H 2.110 0.115 -1.018 0.060
H -1.430 -0.444 0.697 0.063
C 0.294 -3.776 -2.016 -0.053
C 0.679 -4.013 -3.456 -0.458
C -0.251 -5.007 -4.183 -0.050
O 0.411 -2.757 -4.122 -0.082
H -0.775 -3.623 -1.866 0.083
H 0.875 -2.920 -1.673 0.058
H 0.647 -4.564 -1.350 0.086
H 1.735 -4.257 -3.566 0.112
H -1.283 -4.696 -4.018 0.079
H -0.153 -5.962 -3.667 0.071
H 0.058 -5.170 -5.215 0.080
H 0.775 -2.771 -5.010 0.084